1.
This record from the Open Molecules 2025 dataset describes a cluster of 7 separate species, C47H92Cl6N5O5 in total. The level of theory is ωB97M-V with the def2-TZVPD basis set.

Output
Multiplicity: 7
Kohn-Sham gap (spin up / spin down), eV: 6.7 / 3.6
<S²>: 12.03
Total charge: +1
E, eV: -143029.636

The geometry in XYZ format:
```
155
Properties=species:S:1:pos:R:3:forces:R:3
C -5.4002 0.5808 2.1786 -0.30 -0.21 0.00
Cl -5.7446 2.2642 1.8044 0.31 0.08 0.28
Cl -3.6509 0.2734 2.5758 -1.03 0.17 -0.30
Cl -6.0178 -0.3848 0.8322 0.49 -0.19 0.25
H -5.9873 0.2990 3.0526 0.37 0.10 -0.08
C -0.9689 -1.0213 0.3093 -0.67 0.99 -0.25
Cl -0.9726 -2.6766 -0.2467 0.22 -0.02 0.25
Cl -2.0125 0.0040 -0.7212 0.29 -0.22 0.07
Cl 0.6644 -0.3197 0.3487 -0.22 -0.31 0.06
H -1.4403 -0.9149 1.2863 0.43 -0.40 -0.01
C 2.9157 0.2735 2.9535 1.09 -0.20 -0.68
C 3.2402 -1.0001 3.7645 -2.06 1.45 0.73
C 1.8356 -1.7034 4.0298 0.71 -1.02 -0.01
C 1.9392 -3.1413 4.5947 0.85 0.58 -1.11
C 2.8867 -3.9782 3.6607 -1.41 0.90 0.07
C 4.2412 -3.3553 3.3242 2.63 -0.81 -1.36
N 4.1669 -1.8712 3.0297 3.28 0.53 0.22
O 5.5046 -1.2629 2.6016 -4.77 -2.05 1.51
C 5.2264 -3.7172 4.4658 -1.09 0.62 1.10
C 4.7863 -4.0656 2.0214 -0.95 0.18 0.08
C 3.8501 -0.5027 5.1046 0.68 -0.18 0.37
H 2.7703 0.0507 1.8965 0.00 -0.11 0.08
H 3.7977 0.9089 3.0345 -0.20 0.43 -0.13
H 2.0233 0.8005 3.2910 0.20 -0.17 0.33
H 1.2413 -1.0926 4.7094 0.51 0.34 0.17
H 1.2345 -1.6957 3.1206 0.31 -0.16 -0.35
H 0.9351 -3.5616 4.6523 0.15 -0.23 -0.18
H 2.3147 -3.1154 5.6176 0.16 -0.04 0.00
H 2.4533 -4.1487 2.6752 -0.67 0.01 0.16
H 3.0199 -4.9633 4.1078 0.42 0.07 -0.12
H 4.7271 -3.3523 5.3634 0.26 -0.02 0.36
H 5.1401 -4.8018 4.5324 0.47 0.06 -0.11
H 6.2582 -3.3697 4.5182 -0.15 0.03 -0.73
H 4.0708 -3.9092 1.2141 0.03 0.02 -0.06
H 5.7727 -3.8210 1.6273 0.10 0.41 0.56
H 4.7800 -5.1340 2.2371 0.03 0.02 0.02
H 4.0632 -1.2623 5.8567 -0.12 -0.29 -0.26
H 3.1888 0.2130 5.5930 -0.35 -0.09 -0.38
H 4.7803 0.0431 4.9464 0.07 -0.09 -0.24
C 2.9108 5.3231 0.8987 -0.77 1.26 0.45
C 3.3081 4.9981 -0.5181 1.38 -1.64 -0.02
C 2.9955 3.4556 -0.7302 -1.34 1.39 -0.22
C 1.5033 3.2815 -0.9647 -0.09 -0.64 0.83
C 1.1587 4.0154 -2.1949 0.42 -0.86 -1.33
C 1.3638 5.5074 -2.1799 -1.99 1.41 -0.56
N 2.7086 5.8741 -1.5678 -0.47 4.34 0.37
O 2.9670 7.3212 -1.4199 -1.10 -6.13 -0.53
C 1.2373 5.9346 -3.7016 1.48 0.80 -0.01
C 0.1068 6.0875 -1.4089 1.07 0.64 -0.49
C 4.8524 5.0751 -0.5706 -0.38 0.51 -1.02
H 1.8439 5.5093 1.0221 -0.09 -0.25 -0.05
H 3.3842 6.2615 1.1874 0.08 -0.01 0.15
H 3.1824 4.5456 1.6127 0.15 0.01 -0.15
H 3.4923 3.1258 -1.6426 0.31 -0.30 0.20
H 3.2865 2.9118 0.1685 0.50 0.09 -0.19
H 0.8456 3.5993 -0.1557 0.40 0.49 0.42
H 1.1957 2.2402 -1.0601 0.35 -0.29 -0.28
H 0.1496 3.7214 -2.4837 -0.14 0.62 -0.22
H 1.7987 3.6406 -2.9936 0.11 -0.32 -0.19
H 0.3362 5.7389 -4.2829 -0.30 -1.09 0.74
H 1.3282 6.9805 -3.9947 0.30 0.53 1.14
H 2.1053 5.5177 -4.2124 -0.14 -0.44 -0.20
H 0.2726 6.0918 -0.3315 -0.24 -0.10 -0.02
H -0.0961 7.1049 -1.7432 0.27 0.17 0.25
H -0.7852 5.5326 -1.6996 0.13 -0.27 0.23
H 5.2787 4.1914 -0.0958 0.06 0.39 0.57
H 5.1777 6.0480 -0.2021 0.25 -0.30 0.37
H 5.2220 5.0235 -1.5947 -0.23 -0.01 -0.24
C 0.0210 7.3298 3.0603 0.79 -0.59 -0.99
C -0.9538 6.1632 3.3780 -0.90 2.81 0.79
C -2.2563 6.4593 2.5880 -1.76 -1.76 -0.40
C -3.3272 5.2733 2.5411 0.61 1.48 0.51
C -2.5849 4.0534 2.1054 -0.42 0.71 -0.89
C -1.4040 3.7318 3.0225 0.44 -2.70 -0.17
N -0.4400 4.8463 3.1405 4.65 -1.81 0.82
O 0.9649 4.5442 3.5222 -6.18 1.21 -1.49
C -1.9857 3.2321 4.3817 -0.48 0.12 0.43
C -0.7127 2.5119 2.3059 0.21 0.08 -0.17
C -1.3743 6.3971 4.8332 0.08 0.01 1.50
H -0.4676 8.3005 3.1451 -0.20 -0.22 0.32
H 0.3834 7.3017 2.0328 -0.22 -0.28 -0.33
H 0.9568 7.3350 3.6192 -0.32 -0.19 0.51
H -2.8836 7.2444 3.0100 0.94 0.62 0.18
H -2.0529 6.6830 1.5408 0.17 0.14 -0.03
H -4.1611 5.6512 1.9496 0.33 -0.36 -1.01
H -3.9189 5.1013 3.4403 0.73 0.02 0.82
H -2.2025 4.2691 1.1077 0.24 -0.12 -0.24
H -3.2703 3.2134 1.9924 0.44 -0.25 0.28
H -2.2130 4.0380 5.0795 0.30 0.02 -0.09
H -2.9505 2.7406 4.2567 -0.19 0.12 -0.61
H -1.4555 2.4507 4.9261 0.83 0.33 -0.20
H -0.0829 1.9010 2.9527 0.10 0.27 0.18
H -1.4135 1.8284 1.8266 -0.66 0.07 0.54
H -0.1374 2.7758 1.4185 0.35 0.61 0.34
H -2.4253 6.2223 5.0633 -0.07 -0.40 -0.30
H -1.2409 7.4407 5.1183 0.18 0.07 -0.24
H -0.7893 5.8235 5.5521 0.16 -0.09 -0.11
C 4.4267 -6.3783 -1.2185 -0.18 -2.18 -0.83
C 3.0184 -5.8127 -1.5019 1.09 0.45 1.92
C 3.3345 -4.4410 -1.9958 -0.80 2.08 -0.47
C 2.1133 -3.6424 -2.5212 2.32 0.24 -0.93
C 1.5135 -4.3827 -3.7136 0.33 0.03 2.51
C 1.0900 -5.7951 -3.1733 -0.86 0.61 -1.47
N 2.1571 -6.5382 -2.4614 0.21 -4.14 1.53
O 1.9578 -7.9554 -2.1639 0.60 5.99 -1.28
C -0.1837 -5.6120 -2.3487 0.22 -0.73 0.54
C 0.7046 -6.5141 -4.4268 -0.66 -1.60 -0.43
C 2.3860 -5.6990 -0.0911 -1.04 -1.08 0.27
H 4.3403 -7.2937 -0.6330 0.04 -0.08 0.08
H 5.1277 -5.7243 -0.6998 -0.55 0.45 0.06
H 4.9295 -6.6862 -2.1353 -0.05 0.09 -0.21
H 3.7077 -3.7890 -1.2060 0.23 -0.48 0.61
H 4.1909 -4.4821 -2.6687 -0.37 0.05 -0.69
H 2.5254 -2.6979 -2.8765 0.00 0.26 -0.08
H 1.4832 -3.3344 -1.6869 -0.51 -0.53 -0.21
H 2.2315 -4.4741 -4.5285 0.06 0.05 0.10
H 0.6802 -3.7498 -4.0189 -0.43 -0.76 -0.42
H -1.0012 -5.3196 -3.0077 0.10 0.47 0.16
H -0.4932 -6.5702 -1.9312 0.13 -0.11 0.11
H -0.0055 -4.9298 -1.5175 -0.33 0.13 -0.11
H 1.5405 -6.7682 -5.0786 0.07 0.28 0.03
H 0.2059 -7.4552 -4.1949 0.06 -0.17 0.04
H -0.0425 -5.9197 -4.9528 0.22 0.10 -0.19
H 3.0704 -5.9276 0.7260 0.43 0.35 -0.26
H 1.6780 -6.5189 0.0300 -0.37 0.06 -0.14
H 1.8679 -4.7676 0.1374 -0.05 0.14 -0.24
C -3.7803 -0.2762 -5.3517 -0.10 1.50 -0.35
C -4.3269 -1.5462 -4.7346 -0.06 -0.27 0.37
C -3.4453 -1.7710 -3.5035 1.02 0.68 0.24
C -3.8863 -2.7049 -2.4319 -0.84 -2.24 -0.63
C -5.2983 -2.4425 -2.0050 0.06 0.72 -0.03
C -6.2749 -2.3941 -3.2252 -0.68 1.06 1.70
N -5.7713 -1.5091 -4.3244 -2.98 0.92 -3.48
O -6.7319 -1.2150 -5.3892 4.01 -1.28 4.38
C -6.6985 -3.8162 -3.6874 -0.37 0.43 -0.30
C -7.5231 -1.7255 -2.5234 -0.99 0.53 -1.29
C -4.1021 -2.6761 -5.7418 -0.51 -0.69 -0.29
H -4.3619 0.1182 -6.1849 0.02 -0.39 -0.16
H -2.7340 -0.3803 -5.6388 -0.07 -0.76 -0.52
H -3.6298 0.5812 -4.6956 -0.78 -0.09 0.69
H -2.4953 -2.0948 -3.9285 0.18 -0.24 0.11
H -3.1658 -0.8324 -3.0250 -0.44 0.38 -0.15
H -3.1628 -2.8085 -1.6233 -0.20 0.12 -0.10
H -4.0318 -3.6749 -2.9073 0.84 -0.62 -0.02
H -5.2552 -1.5553 -1.3732 -0.59 0.64 -0.58
H -5.7748 -3.1536 -1.3301 0.52 -0.57 -0.06
H -5.9708 -4.5659 -3.9983 0.61 0.39 0.37
H -7.2917 -4.2499 -2.8824 -0.04 -0.06 -0.06
H -7.3268 -3.7144 -4.5723 -0.27 0.18 0.12
H -8.3798 -1.6361 -3.1914 -0.01 -0.46 -0.34
H -7.9121 -2.2177 -1.6321 0.48 -0.60 -0.08
H -7.4402 -0.6815 -2.2213 0.99 0.08 -0.08
H -4.5636 -2.4635 -6.7062 0.03 0.27 0.04
H -4.5601 -3.6134 -5.4258 0.01 0.00 0.23
H -3.0455 -2.8911 -5.9010 0.07 0.27 0.03
```
Positions in Å, forces in eV/Å.


2.
This record from the Open Molecules 2025 dataset describes the ion C2H8NSe with charge +1. The level of theory is ωB97M-V with the def2-TZVPD basis set.

Output
Multiplicity: 3
Kohn-Sham gap (spin up / spin down), eV: 4.8 / 8.2
<S²>: 2.01
Total charge: +1
E, eV: -69027.861

The geometry in XYZ format:
```
12
Properties=species:S:1:pos:R:3:forces:R:3
C -0.6536 0.2051 -0.5064 1.68 1.06 2.06
C 0.3879 0.9367 0.3402 -2.71 2.51 -1.46
N -0.9358 -1.1486 -0.0248 -2.15 -2.32 2.31
Se 2.1222 -0.1681 0.0907 4.10 -1.92 -0.44
H -0.1789 0.2031 -1.4109 0.83 -1.00 -2.94
H -1.4680 0.8455 -0.6216 -2.01 0.22 0.09
H 0.0934 1.0807 1.3341 -0.35 0.31 1.78
H 0.4619 1.9230 -0.1964 0.25 -0.61 0.78
H -1.1972 -1.1567 1.0349 0.49 0.36 -2.06
H -0.1351 -1.8040 -0.0655 -0.15 0.58 -0.30
H -1.7528 -1.6679 -0.4729 1.19 1.02 0.28
H 3.2561 0.7514 0.4986 -1.16 -0.21 -0.10
```
Positions in Å, forces in eV/Å.


3.
This record from the Open Molecules 2025 dataset describes an isolated molecule of C5H5NO. The level of theory is ωB97M-V with the def2-TZVPD basis set.

Output
Kohn-Sham gap, eV: 8.8
SMILES: [H]/N=C/C=C\C=C=O
Total charge: 0
E, eV: -8800.749

The geometry in XYZ format:
```
12
Properties=species:S:1:pos:R:3:forces:R:3
H -2.4350 -2.5739 0.0354 1.09 0.90 -0.05
N -2.2711 -1.5608 0.1931 1.11 0.84 -0.30
C -1.1490 -0.9744 -0.0885 -0.16 -1.67 -0.83
C -1.0004 0.4705 -0.0066 -1.34 1.57 -0.10
C 0.1265 1.2201 -0.0075 -1.25 -0.50 0.02
C 1.5478 0.8529 0.0823 -0.62 2.75 0.04
C 2.3761 -0.1451 -0.0200 -0.08 -1.57 1.03
O 3.0726 -1.0722 0.1025 -0.24 0.81 -0.67
H -0.2126 -1.4130 -0.5824 -1.19 -0.32 0.83
H -1.9939 1.0157 -0.0537 1.35 -0.59 0.32
H -0.0195 2.3337 0.0335 0.14 -1.36 -0.13
H 1.9584 1.8464 0.3120 1.20 -0.88 -0.14
```
Positions in Å, forces in eV/Å.


4.
This record from the Open Molecules 2025 dataset describes a structure of composition C26H20N2O3SSe2TaTe2. The level of theory is ωB97M-V with the def2-TZVPD basis set.

Output
Kohn-Sham gap, eV: 6.4
Total charge: +1
E, eV: -194073.968

The geometry in XYZ format:
```
57
Properties=species:S:1:pos:R:3:forces:R:3
Ta 0.5535 -1.4359 -0.3856 -0.52 -0.38 0.15
O 0.9207 0.0795 -1.5779 0.16 0.15 0.17
C 2.0410 0.5425 -2.1461 -0.13 0.03 -0.13
C 1.9500 1.1637 -3.3900 0.09 -0.01 0.03
C 3.0934 1.6611 -3.9822 -0.07 0.00 -0.04
C 4.3335 1.5728 -3.3455 0.06 0.00 0.03
C 4.4202 0.9814 -2.1079 -0.04 0.00 -0.03
C 3.2783 0.4411 -1.4901 0.02 0.02 -0.03
C 3.3970 -0.1207 -0.1801 0.00 -0.02 0.02
N 2.4657 -0.7818 0.4304 0.16 0.03 0.03
N 2.7661 -1.1623 1.7386 -0.11 0.00 -0.11
C 1.6911 -1.6405 2.2840 0.31 -0.09 0.13
O 0.5647 -1.6979 1.6154 -0.03 0.28 -0.12
C 1.7144 -2.1968 3.6461 -0.11 0.06 -0.01
C 0.5615 -2.7943 4.1507 0.02 -0.01 0.02
C 0.5713 -3.3443 5.4233 0.02 0.02 -0.03
C 1.7274 -3.2957 6.1883 -0.01 -0.01 0.02
C 2.8771 -2.6991 5.6842 0.04 0.00 0.02
C 2.8764 -2.1497 4.4155 -0.03 0.00 -0.03
H 0.9813 1.2289 -3.8687 0.01 0.00 -0.01
H 3.0241 2.1280 -4.9563 0.01 0.00 0.01
H 5.2182 1.9712 -3.8214 -0.01 0.00 0.00
H 5.3727 0.9148 -1.5971 0.00 0.00 0.01
H 4.3259 0.0235 0.3653 -0.01 0.00 0.02
H -0.3320 -2.8273 3.5423 0.00 0.00 -0.01
H -0.3223 -3.8102 5.8161 0.00 0.00 0.00
H 1.7357 -3.7240 7.1821 0.00 0.00 0.00
H 3.7763 -2.6639 6.2847 -0.01 0.00 0.00
H 3.7648 -1.6842 4.0117 0.00 0.00 0.00
Se -1.5958 -2.9641 -0.3961 0.13 0.14 -0.03
Te -0.4692 -5.1425 0.1303 0.04 -0.03 -0.14
Te 1.9775 -4.0208 -0.2452 -0.01 -0.04 -0.07
Se 1.6080 -2.7267 -2.3341 0.02 -0.08 0.17
O -1.0511 -0.1418 -0.0440 0.01 -0.10 -0.06
S -1.2346 1.3482 -0.4516 0.13 0.04 0.02
C -2.6980 1.7789 0.4331 -0.08 -0.03 -0.01
C -3.7677 0.8957 0.5337 0.01 0.02 0.01
C -4.8871 1.2988 1.2368 0.00 0.00 -0.01
C -4.9311 2.5637 1.8174 -0.03 -0.01 0.01
C -3.8558 3.4295 1.7109 0.02 0.03 0.00
C -2.7187 3.0354 1.0181 0.00 0.01 0.00
C -1.7895 1.3004 -2.1379 -0.09 -0.10 0.01
C -2.2902 0.1341 -2.6969 0.02 0.05 0.02
C -2.6866 0.1568 -4.0241 -0.02 0.00 -0.03
C -2.5905 1.3295 -4.7637 0.00 -0.01 -0.01
C -2.0874 2.4868 -4.1865 0.01 0.01 0.03
C -1.6707 2.4753 -2.8627 0.00 0.03 -0.01
H -3.7164 -0.0903 0.0908 0.02 0.00 -0.01
H -5.7288 0.6268 1.3351 0.00 0.01 0.00
H -5.8126 2.8702 2.3647 0.00 -0.01 0.00
H -3.8929 4.4057 2.1743 0.00 0.00 0.00
H -1.8618 3.6932 0.9408 0.00 0.00 0.00
H -2.3535 -0.7798 -2.1203 -0.01 0.00 0.00
H -3.0719 -0.7449 -4.4807 0.00 0.00 0.00
H -2.9056 1.3390 -5.7985 0.00 0.00 0.00
H -2.0095 3.3961 -4.7668 0.00 0.00 0.00
H -1.2565 3.3669 -2.4066 0.00 0.00 0.00
```
Positions in Å, forces in eV/Å.